[1]
ORCA calculation (ωB97M-V with the def2-TZVPD basis set) on a structure of composition C20H41CdN3O6S at a distorted geometry.

Last column: Mulliken charge in e.
Atoms and positions in Å:
C: 1.0206 -4.1663 2.5874  -1.447
C: 1.6910 -2.9078 3.1599  0.472
C: 3.1306 -3.2914 3.5302  -1.649
C: 1.5930 -1.7733 2.1022  1.307
C: 2.8487 -1.5662 1.2469  -1.539
C: 1.1105 -0.4434 2.7066  -1.182
O: -0.3153 -0.2867 2.4934  -0.274
C: -0.8294 0.8650 1.9717  0.372
C: -0.3506 2.1693 2.5409  -1.477
O: -2.2796 0.7209 2.4023  -0.492
S: -2.8083 -0.4887 1.6478  1.650
O: -2.7364 -1.7676 2.2502  -0.722
O: -4.1744 -0.1299 1.2550  -1.088
O: -1.8347 -0.4744 0.4011  -0.510
C: -1.0831 0.7998 0.4279  2.453
C: 0.2160 0.8387 -0.3425  -0.412
C: 0.7167 2.2567 -0.6977  -0.703
C: 1.5539 2.2762 -1.9967  -0.882
C: 3.0655 2.3984 -1.7256  -0.885
N: 3.8841 1.5036 -2.5705  -0.354
C: 4.5852 0.4956 -1.8906  0.527
N: 5.5059 0.8058 -1.0764  -0.644
N: 4.1488 -0.8406 -2.2419  -0.558
O: -1.9887 1.7926 0.1462  -0.581
C: -2.4264 2.1254 -1.2053  -0.967
C: -3.7606 1.4173 -1.5551  0.853
C: -4.6492 2.3850 -2.3697  -1.855
C: -3.7715 0.0803 -2.4107  0.776
C: -3.8674 -1.1921 -1.5339  -1.702
C: -2.6193 -0.2437 -3.3828  -1.494
H: -0.0671 -4.0623 2.5628  0.265
H: 1.3256 -5.0670 3.1223  0.466
H: 1.3789 -4.2943 1.5588  0.335
H: 1.1857 -2.6200 4.0881  0.286
H: 3.7698 -2.4356 3.7576  0.361
H: 3.1217 -4.0029 4.3574  0.459
H: 3.5879 -3.8277 2.6930  0.371
H: 0.7999 -2.0708 1.4040  -0.187
H: 3.5947 -0.9473 1.7509  0.326
H: 3.3296 -2.5169 1.0076  0.581
H: 2.5730 -1.1223 0.2855  0.159
H: 1.2740 -0.4730 3.7863  0.572
H: 1.6906 0.3883 2.2991  0.348
H: 0.7195 2.1647 2.7374  0.314
H: -0.5553 2.9783 1.8379  0.357
H: -0.9088 2.3841 3.4524  0.431
H: 1.0011 0.2836 0.1698  -1.212
H: 0.0606 0.3156 -1.2933  0.680
H: 1.3773 2.5653 0.1189  0.551
H: -0.0887 2.9876 -0.7215  0.643
H: 1.2461 3.1668 -2.5488  0.351
H: 1.3355 1.3895 -2.5988  0.405
H: 3.3810 3.4210 -1.9463  0.301
H: 3.3173 2.2270 -0.6760  0.490
H: 3.2736 1.0150 -3.2144  0.295
H: 5.9374 -0.0180 -0.6628  0.254
H: 4.8369 -1.2570 -2.8671  0.284
H: 4.1826 -1.3997 -1.3940  0.194
H: -2.6269 3.1950 -1.1184  0.417
H: -1.6718 2.0509 -1.9925  0.237
H: -4.2706 1.2657 -0.5998  -0.111
H: -5.6691 2.0049 -2.4593  0.445
H: -4.6970 3.3749 -1.9137  0.462
H: -4.2528 2.4895 -3.3843  0.401
H: -4.6787 0.1512 -3.0124  0.642
H: -2.9231 -1.6868 -1.3302  0.757
H: -4.4961 -1.9340 -2.0529  0.375
H: -4.3361 -0.8782 -0.5718  0.731
H: -2.5629 -1.3210 -3.5607  0.460
H: -1.6402 0.0700 -3.0222  0.240
H: -2.8404 0.1932 -4.3588  0.376
Cd: -5.5909 -1.5050 0.4399  0.897

frontier orbital gap = 1.47 eV
net charge = +2
multiplicity = 1
HOMO = -12.9 eV
total energy = -1967.49823 hartree
LUMO energy = -11.437 eV



[2]
ORCA calculation (ωB97M-V with the def2-TZVPD basis set) on a structure of composition C28H74Li4N4O15 at a distorted geometry.

Last column: Mulliken charge in e.
Atoms and positions in Å:
Li: 0.8079 -3.0029 -1.9225  0.681
Li: -0.7353 -2.4368 0.4257  0.689
Li: -2.9302 -1.3351 2.0447  1.006
Li: 2.1378 -2.0906 1.0275  0.801
O: -2.2098 -3.0026 3.3155  -0.430
C: -0.9606 -2.4300 3.5694  1.483
C: 0.3658 -3.1707 3.1170  -0.446
O: 0.7145 -3.3923 1.7097  -0.867
H: -0.9873 -2.1347 4.6183  -0.002
H: -0.9567 -1.4673 3.0583  -1.011
H: 0.4113 -4.1603 3.5718  0.390
H: 1.1561 -2.5843 3.5857  0.038
O: -1.7421 -0.6600 0.4862  -0.278
C: -0.6219 0.2115 0.3438  0.177
C: 0.5711 -0.0617 -0.6231  -0.228
O: 1.1429 -1.4017 -0.6931  -0.514
H: -0.3252 0.2300 1.3925  -0.097
H: -0.9815 1.2357 0.2443  0.132
H: 1.3648 0.6338 -0.3505  0.099
H: 0.2666 0.1649 -1.6449  -0.228
C: -1.4162 1.7391 -3.0452  -0.210
O: -0.5492 2.2416 -4.0659  -0.239
C: -0.4809 3.6671 -4.1460  -0.500
C: 0.7917 4.2039 -4.7732  -0.573
N: 0.9473 5.7057 -4.7311  -0.189
C: 2.2763 6.0067 -5.2614  -0.654
C: 2.5858 7.4996 -5.2280  -0.743
O: 1.5819 8.3215 -5.7455  -0.341
C: 1.1695 8.2280 -7.1305  -0.628
H: -2.4563 2.0651 -3.0476  0.365
H: -1.0387 2.0282 -2.0643  0.165
H: -1.5037 0.6543 -3.1056  -0.141
H: -0.4244 4.0215 -3.1167  0.240
H: -1.3517 4.1197 -4.6204  0.334
H: 0.9043 3.8227 -5.7881  0.286
H: 1.4701 3.6998 -4.0848  0.251
H: 0.8598 6.0797 -3.7970  0.233
H: 2.3620 5.6789 -6.2974  0.383
H: 3.0507 5.5104 -4.6766  0.461
H: 3.6084 7.8283 -5.4132  0.403
H: 2.5486 7.7943 -4.1793  0.317
H: 0.6694 7.2695 -7.2696  0.261
H: 1.9684 8.3548 -7.8612  0.279
H: 0.4347 9.0177 -7.2874  0.243
C: 4.9099 -7.5457 -4.0439  -0.771
O: 4.1993 -6.7002 -3.0746  -0.343
C: 2.8743 -6.4071 -3.5082  -0.696
C: 2.0693 -5.5494 -2.5360  -0.715
N: 2.6167 -4.1930 -2.4396  -0.326
C: 2.9049 -3.4332 -3.6551  -0.749
C: 1.6862 -3.1278 -4.4997  -0.736
O: 0.8607 -2.1935 -3.8496  -0.065
C: 0.0390 -1.4737 -4.6784  -0.692
H: 5.1241 -7.0757 -5.0038  0.319
H: 4.3270 -8.4187 -4.3373  0.315
H: 5.9178 -7.7470 -3.6810  0.286
H: 2.3550 -7.3643 -3.4624  0.463
H: 2.9648 -5.9837 -4.5085  0.309
H: 2.0579 -5.9666 -1.5290  0.547
H: 1.0362 -5.4933 -2.8789  0.301
H: 3.4662 -4.2413 -1.8954  0.206
H: 3.6277 -3.9018 -4.3229  0.477
H: 3.2686 -2.4533 -3.3459  0.448
H: 1.1871 -4.0439 -4.8157  0.448
H: 2.0911 -2.7600 -5.4424  0.428
H: -0.6916 -0.8629 -4.1481  -0.058
H: -0.4533 -2.1276 -5.3982  0.416
H: 0.6096 -0.8047 -5.3226  0.341
C: -5.2226 -2.4351 0.3203  -0.911
O: -4.9316 -1.9730 1.6109  -0.276
C: -5.8522 -1.0459 2.0599  -0.739
C: -5.1101 -0.3378 3.2453  -0.864
N: -3.8491 0.2937 2.8367  0.398
C: -3.1266 0.9701 3.8880  -0.764
C: -2.3407 2.2016 3.3261  -0.008
O: -3.1661 3.0380 2.4038  -0.594
C: -2.5267 4.2888 2.1597  -0.738
H: -5.2465 -1.6925 -0.4772  0.463
H: -6.1361 -3.0226 0.4135  0.358
H: -4.3672 -3.0726 0.0968  0.105
H: -6.7568 -1.4729 2.4929  0.414
H: -6.2049 -0.3168 1.3304  0.413
H: -4.9352 -0.9848 4.1048  0.467
H: -5.7032 0.4795 3.6555  0.487
H: -3.9793 0.9559 2.0852  -0.050
H: -2.5167 0.3003 4.4942  0.011
H: -3.7930 1.3801 4.6469  0.466
H: -1.4261 1.8991 2.8161  -0.277
H: -1.9595 2.7993 4.1541  0.748
H: -3.1319 5.1421 1.8536  0.277
H: -1.8728 4.1651 1.2965  0.240
H: -1.9798 4.6503 3.0305  0.346
C: 1.4603 -3.5074 7.8843  -0.797
O: 0.4263 -2.5923 7.5016  -0.330
C: 1.0260 -1.4755 6.8339  -0.181
C: -0.0700 -0.3314 6.7464  -0.776
N: 0.4162 0.9451 6.1967  -0.303
C: 0.7805 0.9128 4.7938  0.793
C: 1.3370 2.2019 4.1287  -0.363
O: 2.1239 1.8445 3.0841  -0.251
C: 2.5388 2.8828 2.2753  -0.768
H: 2.1090 -3.9064 7.1045  0.294
H: 0.8868 -4.3569 8.2551  0.274
H: 2.1739 -3.0784 8.5877  0.339
H: 1.3096 -1.8285 5.8424  -0.021
H: 1.9175 -1.0410 7.2862  0.549
H: -0.4536 -0.2317 7.7618  0.481
H: -0.9507 -0.7060 6.2246  0.072
H: 0.9654 1.4878 6.8479  0.337
H: -0.0227 0.6097 4.1222  -0.790
H: 1.5555 0.1565 4.6690  0.258
H: 1.8078 2.9034 4.8174  0.444
H: 0.4534 2.7325 3.7739  0.062
H: 2.5521 2.4837 1.2611  0.179
H: 3.5069 3.2434 2.6230  0.288
H: 1.8344 3.7131 2.2259  0.361
O: -3.6716 1.6738 0.0799  -0.783
H: -3.4835 2.2856 0.7916  0.512
H: -3.0141 0.9847 0.1758  0.102
O: -2.9893 -1.4486 -1.9708  -0.699
H: -2.3918 -1.1208 -1.2987  0.136
H: -2.9770 -2.3993 -1.8598  0.304
O: 4.0152 -1.1071 -1.1407  -0.658
H: 4.3443 -1.8694 -0.6643  0.276
H: 3.0737 -1.1045 -0.9683  0.132

frontier orbital gap (spin up / spin down) = 7.48 / 5.69 eV
net charge = +1
multiplicity = 2
HOMO (spin up / spin down) = -10.4 / -10.4 eV
total energy = -2488.64150 hartree
LUMO energy (spin up / spin down) = -2.897 / -4.692 eV



[3]
ORCA calculation (ωB97M-V with the def2-TZVPD basis set) on a structure of composition C23H37IN4O7P2RuS4 at a distorted geometry.

Last column: Mulliken charge in e.
Atoms and positions in Å:
Ru: 0.2702 -0.6632 -0.4913  -0.525
O: -2.0381 -4.3966 3.1430  -0.427
C: -2.4012 -3.1799 3.6148  1.157
C: -3.2141 -3.0849 4.7438  -0.762
C: -3.5798 -1.8586 5.2640  -0.592
C: -3.1269 -0.6915 4.6673  -0.910
C: -2.3142 -0.7814 3.5520  0.226
C: -1.9493 -2.0076 2.9934  -0.010
C: -1.1275 -1.9720 1.7500  0.523
O: -0.4822 -0.8729 1.4773  -0.646
N: -1.1164 -3.0097 1.0059  -0.590
N: -0.4482 -2.8520 -0.1990  0.044
C: 0.0063 -4.0094 -0.5883  0.180
S: 0.0201 -5.3058 0.5803  0.043
C: 0.4775 -6.6090 -0.5996  -0.618
C: 1.2457 -6.0005 -1.7518  -0.588
S: 0.4286 -4.4527 -2.2176  -0.078
H: -2.4226 -5.0749 3.7070  0.324
H: -3.5621 -3.9984 5.2153  0.279
H: -4.2155 -1.8156 6.1399  0.396
H: -3.4069 0.2738 5.0698  0.453
H: -1.9542 0.1053 3.0635  0.039
H: -0.4397 -7.0865 -0.9400  0.322
H: 1.0834 -7.3355 -0.0600  0.396
H: 1.2354 -6.6420 -2.6329  0.426
H: 2.2757 -5.7727 -1.4829  0.312
C: 4.7519 1.1219 -3.4330  -1.111
C: 4.6028 0.6873 -1.9944  0.136
O: 3.8547 1.6856 -1.2623  -0.264
P: 2.3961 1.4765 -0.6718  1.063
S: 2.4412 -0.1545 0.5216  -0.420
S: 0.9890 1.3743 -2.0658  -0.543
O: 2.2243 2.8224 0.1100  -0.095
C: 3.2553 3.4013 0.9590  -0.238
C: 3.4978 4.8226 0.5148  -1.209
H: 5.3785 0.4026 -3.9600  0.342
H: 5.2240 2.1037 -3.4868  0.380
H: 3.7792 1.1777 -3.9254  0.189
H: 5.5699 0.6099 -1.5028  0.313
H: 4.1004 -0.2757 -1.9179  -0.068
H: 4.1673 2.8122 0.8864  0.401
H: 2.8810 3.3532 1.9799  0.278
H: 3.7903 4.8405 -0.5351  0.297
H: 4.3000 5.2588 1.1117  0.410
H: 2.5983 5.4260 0.6370  0.282
C: -1.4417 4.0501 -2.4831  -1.095
C: -2.0510 2.7010 -2.1900  -0.302
O: -1.9560 2.4388 -0.7763  -0.079
P: -1.4203 1.1375 -0.0339  0.368
O: -0.3171 1.7335 0.9286  0.781
C: -0.5278 2.4537 2.1631  0.150
C: -0.8096 3.9183 1.9098  -1.146
O: -2.6036 0.8872 0.9986  -0.153
C: -3.9508 0.6092 0.5524  -0.310
C: -4.9085 1.4790 1.3291  -1.219
H: -1.6955 4.3540 -3.5000  0.428
H: -0.3566 4.0135 -2.3857  0.165
H: -1.8351 4.7946 -1.7915  0.309
H: -1.5424 1.9132 -2.7486  0.210
H: -3.1082 2.6871 -2.4509  0.369
H: 0.3942 2.3114 2.7216  0.444
H: -1.3339 1.9816 2.7171  -0.183
H: -0.0310 4.3468 1.2758  0.112
H: -0.8361 4.4556 2.8591  0.489
H: -1.7665 4.0440 1.4022  0.214
H: -4.1453 -0.4484 0.7293  0.313
H: -4.0420 0.8040 -0.5194  0.378
H: -4.8002 1.2942 2.3987  0.255
H: -5.9354 1.2524 1.0379  0.444
H: -4.7079 2.5331 1.1320  0.281
I: 4.5359 -2.6989 -4.3430  0.197
C: 2.6835 -2.0279 -3.7385  -0.711
C: 1.6696 -1.5358 -4.5311  -0.331
N: 0.6480 -1.2504 -3.7093  -0.272
N: 0.9345 -1.5321 -2.4342  0.314
C: 2.1804 -1.9935 -2.4359  -0.267
H: 1.6181 -1.3891 -5.5974  0.526
H: -0.2427 -0.8525 -3.9503  0.099
H: 2.6548 -2.3174 -1.5247  0.707

relative energy (zero: lowest compared OMol25 entry of this formula, charge and spin) = 2.783 eV
frontier orbital gap (spin up / spin down) = 6.18 / 6.57 eV
net charge = +1
multiplicity = 2
HOMO (spin up / spin down) = -10.1 / -10.2 eV
total energy = -4312.25797 hartree
LUMO energy (spin up / spin down) = -3.891 / -3.595 eV



[4]
ORCA calculation (ωB97M-V with the def2-TZVPD basis set) on a cluster of 2 separate species, C23H25ClNO in total at a distorted geometry.

Last column: Mulliken charge in e.
Atoms and positions in Å:
C: 3.6866 2.0741 -1.1001  -0.780
C: 2.3494 1.3742 -0.8361  -0.147
N: 2.5092 -0.0803 -0.6352  0.062
C: 1.3454 -0.9067 -0.5890  0.619
C: 0.2709 -0.7114 -1.3669  -1.482
C: 1.2898 -1.9759 0.4361  -0.802
C: 1.5988 -3.2960 0.1207  -0.078
C: 1.6025 -4.2651 1.1006  -0.656
C: 1.2929 -3.9330 2.4049  -0.421
C: 0.9650 -2.6310 2.7261  -0.832
C: 0.9601 -1.6592 1.7499  0.292
C: 3.6420 -0.4377 0.2466  -0.447
C: 4.9129 0.3511 -0.0837  -0.759
O: 4.6583 1.7454 -0.1211  -0.403
H: 4.0972 1.7932 -2.0758  0.382
H: 3.5875 3.1666 -1.0944  0.335
H: 1.8780 1.7806 0.0630  0.027
H: 1.6481 1.5363 -1.6607  0.347
H: -0.5952 -1.3318 -1.2496  0.378
H: 0.2360 0.0423 -2.1232  0.442
H: 1.8398 -3.5454 -0.8981  0.455
H: 1.8597 -5.2813 0.8510  0.427
H: 1.3189 -4.6880 3.1745  0.400
H: 0.7247 -2.3707 3.7435  0.428
H: 0.7035 -0.6416 1.9882  0.714
H: 3.3344 -0.2468 1.2787  0.314
H: 3.8094 -1.5186 0.1669  0.445
H: 5.7056 0.1888 0.6580  0.336
H: 5.3229 0.0615 -1.0577  0.379
Cl: -5.7534 0.8465 -4.6073  -0.137
C: -4.8349 0.8927 -3.1578  0.453
C: -4.9743 -0.1146 -2.2055  -0.956
C: -4.2591 -0.0720 -1.0377  -0.366
C: -3.3602 0.9920 -0.7689  0.860
C: -2.6337 1.0819 0.4442  0.908
C: -1.6237 2.1560 0.7581  -0.585
C: -1.1765 1.8720 2.2089  -0.759
C: -1.9366 0.6428 2.5956  -0.363
C: -2.7352 0.2320 1.5806  -0.746
C: -3.2269 1.9926 -1.7664  -0.180
C: -3.9517 1.9438 -2.9266  -1.013
H: -5.6589 -0.9172 -2.4177  0.430
H: -4.3751 -0.8601 -0.3180  0.370
H: -0.7869 2.0966 0.0526  0.177
H: -2.0784 3.1479 0.6516  0.475
H: -0.0957 1.6996 2.2886  0.265
H: -1.4139 2.7034 2.8850  0.414
H: -1.8742 0.1654 3.5600  0.488
H: -3.3860 -0.6218 1.6397  0.463
H: -2.5550 2.8149 -1.5998  0.399
H: -3.8641 2.7121 -3.6762  0.426

frontier orbital gap = 4.77 eV
net charge = +1
multiplicity = 1
HOMO = -10.4 eV
total energy = -1481.31210 hartree
LUMO energy = -5.622 eV



[5]
ORCA calculation (ωB97M-V with the def2-TZVPD basis set) on a cluster of 2 separate species, C3H10N2O2 in total at a distorted geometry.

Last column: Mulliken charge in e.
Atoms and positions in Å:
O: 0.8607 -0.0764 0.2137  -0.631
C: -0.3201 -0.3775 0.1071  0.649
N: -1.3574 0.4535 0.2885  -0.219
C: -1.1643 1.8960 0.5479  -0.558
N: -1.0371 2.7227 -0.6322  -0.551
C: -0.6764 -1.7663 -0.4170  -0.935
H: -2.3064 0.1535 0.1651  0.245
H: -2.0965 2.1895 1.0653  0.365
H: -0.3034 2.0398 1.2113  0.319
H: -1.9285 2.8445 -1.0919  0.231
H: -0.3527 2.3316 -1.2659  0.248
H: -1.6099 -1.6634 -0.9723  0.338
H: 0.1020 -2.1637 -1.0706  0.248
H: -0.7213 -2.5019 0.3845  0.252
H: 3.0729 -2.5350 -0.7616  0.303
H: 2.9422 -1.4696 0.3139  0.329
O: 3.2341 -2.3790 0.1770  -0.634

relative energy (zero: lowest compared OMol25 entry of this formula, charge and spin) = 0.670 eV
frontier orbital gap = 10.34 eV
net charge = 0
multiplicity = 1
HOMO = -9.7 eV
total energy = -380.31204 hartree
structure (SMILES) = CC(=O)NCN.O
LUMO energy = 0.657 eV